(1)
DFT (ωB97M-V/def2-TZVPD) results for a single C22H21N5O2 molecule at a distorted geometry.

Computed properties:
Energy above the lowest of the compared OMol25 structures with the same formula, charge and spin (kJ/mol): 416.7
HOMO-LUMO gap (eV): 7.4
SMILES: CC(C)C(=O)c1cnc2ncc(-c3cccc(/C=C(\C#N)C(=O)N(C)C)c3)[nH]c1-2

```
! RIJCOSX wB97M-V def2-TZVPD def2/J DEFGRID3
* xyz 0 1
C 1.29943 7.63795 -0.05278
C 0.06818 6.93263 -0.51568
C -0.17471 7.35032 -2.01495
C 0.16784 5.43069 -0.58345
O 1.22352 4.87017 -0.98035
C -0.72464 4.52278 0.22110
C -1.93697 4.78280 0.98343
N -2.52523 3.78540 1.54088
C -1.66550 2.72413 1.19996
N -1.83176 1.53514 1.76975
C -0.94311 0.50181 1.30718
C 0.08811 0.74623 0.43655
C 0.98090 -0.36840 0.12759
C 2.31313 -0.06231 -0.20742
C 3.13601 -1.01177 -0.81719
C 2.68195 -2.37667 -0.85909
C 1.50364 -2.78583 -0.30396
C 1.07234 -4.22446 -0.37774
C 0.19564 -4.94523 0.45418
C -0.32014 -4.47568 1.69308
N -0.99603 -4.19235 2.57748
C -0.01859 -6.35316 0.09649
O 1.03649 -7.01130 -0.23958
N -1.27806 -7.00164 0.10015
C -1.33954 -8.45272 -0.25255
C -2.45901 -6.45272 0.79570
C 0.62198 -1.77307 0.12000
N 0.33122 2.06637 -0.06833
C -0.58304 3.08956 0.31308
H 1.21657 8.61660 0.35022
H 1.84022 7.12743 0.83227
H 1.98398 7.68919 -0.93459
H -0.84246 7.16123 0.08697
H 0.59979 7.09280 -2.70580
H -1.08585 6.85805 -2.41344
H -0.25260 8.41019 -2.19635
H -2.47048 5.68685 0.78534
H -1.03985 -0.44327 1.73334
H 2.83250 0.88129 -0.29890
H 4.13189 -0.64615 -0.96319
H 3.32148 -3.24559 -1.28539
H 1.54458 -4.75410 -1.21709
H -2.30774 -8.89575 -0.43578
H -0.92243 -9.04601 0.60166
H -0.72693 -8.54222 -1.15219
H -2.29811 -6.30492 1.90098
H -3.29853 -7.12964 0.58124
H -2.80544 -5.43721 0.48427
H -0.46200 -1.90197 0.47505
H 1.11735 2.33450 -0.69214
*
```

These are the Löwdin partial charges, in e, on atoms 1 to 8:
1 C -0.08
2 C -0.35
3 C -0.06
4 C -0.31
5 O 0.02
6 C -0.06
7 C -0.13
8 N 0.11

=====

(2)
DFT (ωB97M-V/def2-TZVPD) results for C18H23Be2K2N5O8S2 as an isolated structure at a distorted geometry.

Computed properties:
HOMO-LUMO gap (eV): 3.1

```
! RIJCOSX wB97M-V def2-TZVPD def2/J DEFGRID3
* xyz 2 1
K 2.67692 1.20390 -1.59077
K 2.25524 1.82706 3.93498
Be -1.99028 0.64400 2.76405
Be -0.13730 3.48615 1.30018
S 0.10131 0.61700 0.72617
O -0.09228 1.95327 0.04343
O -1.16207 -0.16629 0.81757
O 1.20602 -0.13848 0.17922
O 0.28620 0.92787 2.16036
S -1.21467 3.25545 3.58547
O -1.31690 2.02588 4.40686
O 0.21009 3.58667 3.27372
O -1.67809 2.76474 2.15954
O -2.03008 4.31708 4.05037
C 1.29550 -1.81477 3.93090
C -0.12625 -1.38227 3.95710
N -1.21959 -1.01275 3.99115
H 1.44381 -2.80064 3.48298
H 1.66985 -1.82201 4.95075
H 1.75620 -1.21160 3.14678
N 4.91823 1.13770 1.81192
C 3.99995 0.12167 1.93562
C 4.60905 -0.81637 2.74921
C 5.82915 -0.27042 3.24730
C 5.91912 1.00443 2.71996
H 4.79263 1.98792 1.28809
H 3.11559 0.01495 1.32551
H 4.20833 -1.80803 2.88918
H 6.59015 -0.80755 3.78681
H 6.75870 1.67793 2.77461
N 0.43421 -2.07702 -2.18188
C 1.24148 -3.17952 -2.01490
C 1.29300 -3.81217 -3.24134
C 0.79307 -2.89104 -4.17660
C 0.17426 -1.85599 -3.51166
H 0.02762 -1.59756 -1.39943
H 1.45210 -3.46363 -0.99680
H 1.68474 -4.78765 -3.47612
H 0.78171 -2.94068 -5.25427
H -0.46264 -1.05997 -3.85817
N -3.39170 -1.72454 -0.89796
C -4.29207 -1.34134 -1.86595
C -5.19323 -2.34526 -2.05925
C -4.74060 -3.45003 -1.30780
C -3.64057 -3.04979 -0.59782
H -2.67106 -1.09956 -0.59673
H -4.21440 -0.38926 -2.36685
H -5.94220 -2.34502 -2.83417
H -5.20088 -4.42146 -1.23574
H -3.01510 -3.58279 0.09853
N -0.96537 2.78095 -2.56977
C -0.76172 3.81294 -3.46528
C -1.97316 4.14449 -4.01273
C -2.97240 3.40435 -3.35133
C -2.30522 2.54422 -2.49641
H -0.23536 2.27564 -2.10723
H 0.26206 4.03524 -3.72306
H -2.15543 4.87443 -4.78441
H -4.02393 3.34787 -3.57433
H -2.66172 1.69165 -1.93956
*
```

These are the Löwdin partial charges, in e, on atoms 1 to 8:
1 K 0.91
2 K 0.89
3 Be 0.91
4 Be 0.85
5 S 0.32
6 O -0.35
7 O -0.31
8 O -0.39

=====

(3)
DFT (ωB97M-V/def2-TZVPD) results for a 11-piece molecular cluster, C22H44Br22 overall at a distorted geometry.

Computed properties:
Energy above the lowest of the compared OMol25 structures with the same formula, charge and spin (kJ/mol): 292.2
HOMO-LUMO gap (eV): 9.5
SMILES: BrCCBr.BrCCBr.BrCCBr.BrCCBr.BrCCBr.BrCCBr.BrCCBr.BrCCBr.BrCCBr.BrCCBr.BrCCBr

```
! RIJCOSX wB97M-V def2-TZVPD def2/J DEFGRID3
* xyz 0 1
Br -1.65479 0.69444 1.31219
C -0.06216 -0.62359 1.40762
C 0.97510 -0.16710 0.34657
Br 2.76185 -0.94989 0.92316
H -0.38035 -1.64688 1.20828
H 0.40508 -0.51363 2.38625
H 0.97016 0.90715 0.53111
H 0.75020 -0.39259 -0.69587
Br 4.83943 -5.23655 -1.04276
C 3.04078 -4.51710 -0.35525
C 2.16275 -5.76504 0.03894
Br 0.46095 -5.07215 0.73203
H 2.58832 -4.06015 -1.23535
H 3.27584 -3.71331 0.34244
H 2.63865 -6.28262 0.87185
H 1.95509 -6.35327 -0.85490
Br 3.76225 1.86472 4.60363
C 2.06308 0.99301 4.21213
C 1.27906 0.64324 5.54240
Br -0.52629 0.20838 4.89483
H 2.22908 0.00817 3.77551
H 1.49513 1.56686 3.47985
H 1.19527 1.44744 6.27340
H 1.75094 -0.22025 6.01125
Br -0.07092 1.61666 -2.64335
C 0.51945 1.32348 -4.53400
C -0.56223 0.45104 -5.22721
Br -0.15885 0.13891 -7.14320
H 1.45874 0.77057 -4.52259
H 0.86429 2.28346 -4.91823
H -1.52018 0.96999 -5.26085
H -0.74371 -0.49755 -4.72190
Br -5.34707 1.47333 -2.38681
C -3.60889 1.70198 -1.43732
C -3.08943 3.10775 -1.73493
Br -4.37055 4.53029 -1.14912
H -2.85099 0.96364 -1.69911
H -3.79651 1.67553 -0.36391
H -2.86753 3.07939 -2.80173
H -2.19408 3.17970 -1.11745
Br 0.37402 3.63924 1.57773
C 0.31555 4.83551 0.01360
C -0.71065 5.92370 0.03574
Br -1.14576 6.60912 -1.84295
H 0.06645 4.11364 -0.76419
H 1.28234 5.31702 -0.13318
H -0.36795 6.74272 0.66808
H -1.67157 5.47643 0.29008
Br -3.10184 4.77684 2.24011
C -3.00441 3.35422 3.63156
C -4.34298 2.67468 3.72552
Br -5.67342 4.03508 4.33584
H -2.77597 3.69397 4.64175
H -2.16059 2.72562 3.34706
H -4.55693 1.83376 4.38519
H -4.65888 2.31636 2.74577
Br 6.64126 -1.83613 -4.76318
C 5.11704 -2.32070 -3.57471
C 4.10963 -1.24530 -3.63155
Br 2.43858 -1.67934 -2.64838
H 5.50786 -2.31739 -2.55719
H 4.67796 -3.24969 -3.93843
H 3.82565 -0.78588 -4.57833
H 4.54691 -0.42243 -3.06607
Br -3.22118 -5.68444 1.95254
C -2.92522 -3.75762 2.45760
C -4.06187 -3.24856 3.37039
Br -3.60997 -1.39878 3.90253
H -2.80885 -3.19817 1.52939
H -1.98422 -3.60311 2.98555
H -3.97867 -3.83547 4.28512
H -5.06224 -3.36953 2.95479
Br -4.14587 -6.44642 -2.80301
C -3.62650 -4.75660 -1.93100
C -2.09262 -4.64549 -1.85023
Br -1.57157 -2.82587 -1.15124
H -4.01855 -4.85624 -0.91884
H -4.06439 -3.96083 -2.53357
H -1.81020 -4.83573 -2.88567
H -1.67952 -5.47505 -1.27641
Br 5.90498 2.56878 1.74161
C 4.39510 2.41205 0.46040
C 4.68079 3.17228 -0.81721
Br 3.16354 2.73233 -2.02338
H 3.50763 2.78268 0.97336
H 4.38747 1.36327 0.16357
H 5.59268 2.87395 -1.33448
H 4.65974 4.19440 -0.43915
*
```

These are the Löwdin partial charges, in e, on atoms 1 to 8:
1 Br 0.57
2 C -0.57
3 C -0.61
4 Br 0.64
5 H 0.00
6 H -0.03
7 H -0.01
8 H -0.04

=====

(4)
DFT (ωB97M-V/def2-TZVPD) results for C27H42N4O4S as an isolated structure at a distorted geometry.

Computed properties:
Energy above the lowest of the compared OMol25 structures with the same formula, charge and spin (kJ/mol): 2669.0
HOMO-LUMO gap (eV): 7.0

```
! RIJCOSX wB97M-V def2-TZVPD def2/J DEFGRID3
* xyz 0 1
C -3.69555 -4.77279 1.87053
C -3.89771 -3.97008 0.53067
H -3.19890 -4.15477 -0.28619
H -5.00852 -4.21827 0.16342
C -3.89859 -2.63179 0.65669
N -4.33997 -1.66371 -0.23735
C -3.51130 -1.84283 -1.27884
H -3.71030 -2.57318 -2.18228
H -2.46074 -1.83503 -1.16205
C -3.37928 -0.52224 -2.35076
C -2.32276 -0.32968 -3.31698
H -1.41521 -0.45564 -2.91336
H -2.25585 0.16134 -4.09848
H -2.31301 -1.33213 -3.91905
H -4.37092 -0.42164 -3.01569
H -3.38918 0.38037 -1.59156
C -5.67280 -1.68580 -0.52719
C -6.29885 -0.14390 -0.47133
H -5.76663 0.59253 -1.45479
C -5.94106 0.69453 0.86089
N -4.55699 0.97769 0.69836
C -4.19063 2.33519 0.82754
O -4.80187 3.34212 0.73490
C -2.64940 2.44193 0.69331
C -2.14501 3.83657 0.11069
N -0.77654 4.04966 0.13842
C 0.11219 2.86776 0.02041
C 1.47592 3.52961 -0.30388
C 2.29285 2.33255 -0.30985
C 2.03134 0.99965 -0.21299
C 0.71230 0.81738 -0.03415
C -0.29659 1.67667 0.05610
C -1.61162 1.33170 0.53807
O -1.93172 -0.00640 0.74546
H 0.37624 -0.39417 0.12154
S 3.29541 -0.01263 -0.48085
O 4.07288 0.17626 -1.82206
O 2.62820 -1.48730 -0.27661
N 4.11573 0.05753 0.91445
C 3.30862 -0.43469 2.11387
H 3.96422 -0.30210 3.10718
H 3.27729 -1.58420 2.22751
H 2.29699 -0.25409 2.01400
C 5.52248 -0.38970 0.88346
C 5.81595 -1.51491 0.11049
C 7.58608 -1.86592 0.19899
C 8.23385 -0.75671 -0.43517
C 7.93373 0.52890 0.23431
C 6.32062 0.99858 0.05906
H 5.81806 1.03205 -0.81888
H 6.06527 1.88986 0.61921
H 8.17191 0.70118 1.18155
H 8.49748 1.55934 -0.41075
H 9.29774 -0.89304 -0.34609
H 7.96267 -0.67621 -1.40856
H 7.71280 -2.64656 -0.07680
H 7.74491 -1.93637 1.17940
H 5.32446 -2.38857 0.74304
H 5.59686 -1.44778 -0.82758
H 6.05252 -0.29592 2.19421
H 3.46333 2.51888 -0.74838
H 1.79393 4.38535 -0.30266
C -0.47177 5.43239 -0.03917
H -0.27671 5.61212 -0.86386
H -1.39192 5.91349 0.22064
H 0.26311 5.63187 0.80894
H -2.87263 4.35804 0.44347
H -3.80893 0.32152 0.79929
H -6.29695 -0.05673 1.67895
H -6.41820 1.65006 1.21277
H -7.28945 -0.01140 -0.53708
H -5.86405 -1.98993 -1.46265
H -6.32605 -2.11183 0.14571
H -2.88203 -1.97784 0.91582
H -4.48697 -2.34155 1.63572
H -3.71518 -5.81804 1.49366
H -2.80870 -4.48122 2.08307
H -4.42086 -4.50538 2.53813
*
```

These are the Löwdin partial charges, in e, on atoms 1 to 8:
1 C -0.03
2 C -0.27
3 H 0.12
4 H 0.17
5 C -0.37
6 N -0.22
7 C -0.23
8 H 0.16

=====

(5)
DFT (ωB97M-V/def2-TZVPD) results for a 2-piece molecular cluster, CH3Br2O2P overall at a distorted geometry.

Computed properties:
Energy above the lowest of the compared OMol25 structures with the same formula, charge and spin (kJ/mol): 211.5
HOMO-LUMO gap (spin up / spin down) (eV): 8.1 / 8.1

```
! RIJCOSX wB97M-V def2-TZVPD def2/J DEFGRID3
* xyz 0 1
C 1.14534 -0.17512 -0.93985
O -2.70021 -0.66385 0.98230
O -0.07918 -0.75951 -0.97933
P -1.40827 -0.04275 0.83593
Br -1.45651 2.12066 0.48615
Br -0.03118 -0.36638 2.50697
H 1.70300 -0.39304 -0.01149
H 1.11667 0.91192 -1.11455
H 1.71035 -0.63194 -1.76613
*
```

These are the Löwdin partial charges, in e, on atoms 1 to 8:
1 C -0.31
2 O -0.41
3 O -0.30
4 P 0.02
5 Br 0.39
6 Br 0.40
7 H 0.05
8 H 0.06